Entry 1:
Entry from the OMol25 dataset: an isolated molecule of C6H11N in a non-equilibrium geometry (wB97M-V/def2-TZVPD).

The SMILES is CCC[C@@H](C)C#N. The LUMO energy is 0.035 Eh. The energy relative to the best compared isomer or geometry (same formula, charge and spin) comes out at 6.0 kcal per mole. The value obtained for the gap between HOMO and LUMO is 0.454 hartree.

```
18
Properties=species:S:1:pos:R:3:forces:R:3
C -2.389 0.185 -0.932 0.0 0.0 -0.1
C -1.413 -0.439 0.083 0.0 0.0 0.0
C 0.053 -0.491 -0.401 0.0 0.0 0.0
C 1.074 -0.109 0.689 0.0 -0.1 0.0
C 2.512 -0.045 0.163 0.1 0.0 0.0
C 0.712 1.186 1.293 -0.2 0.9 0.4
N 0.423 2.208 1.751 0.3 -0.9 -0.4
H -3.113 0.837 -0.434 0.1 -0.1 -0.1
H -1.857 0.800 -1.667 -0.1 -0.1 0.1
H -2.954 -0.574 -1.482 0.1 0.1 0.0
H -1.454 0.142 1.011 0.0 -0.1 -0.2
H -1.748 -1.450 0.347 0.1 0.2 0.0
H 0.317 -1.494 -0.758 0.0 0.2 0.0
H 0.196 0.188 -1.253 0.0 -0.1 0.2
H 1.022 -0.851 1.497 0.0 0.1 -0.1
H 2.793 -1.005 -0.282 -0.1 0.1 0.1
H 2.613 0.734 -0.599 0.0 -0.1 0.1
H 3.213 0.179 0.973 -0.1 0.0 -0.1
```
Forces are in eV/Å.



Entry 2:
Entry from the OMol25 dataset: an isolated molecule of C6H11N in a non-equilibrium geometry (wB97M-V/def2-TZVPD).

The SMILES is C=CC/C(C)=C/N. The LUMO energy is 0.037 Eh. The energy relative to the best compared isomer or geometry (same formula, charge and spin) comes out at 65.6 kcal per mole. The value obtained for the gap between HOMO and LUMO is 0.320 hartree.

```
18
Properties=species:S:1:pos:R:3:forces:R:3
C 1.166 -0.143 1.183 5.0 -0.5 2.4
C 0.186 -0.471 0.201 -2.3 -4.8 -2.1
C -0.204 -1.810 0.044 -0.1 1.0 0.9
N 0.281 -2.965 0.818 -4.6 3.2 -1.7
C -0.329 0.476 -0.855 -1.4 0.4 -1.9
C -0.521 1.925 -0.369 -0.6 -1.4 1.1
C -1.174 2.809 -1.090 1.1 1.8 -1.3
H 0.934 0.619 1.889 -1.0 0.6 0.7
H 1.630 -1.027 1.904 -1.6 1.9 -2.1
H 2.112 0.351 0.771 -0.9 -0.8 -0.1
H -1.103 -2.042 -0.622 1.6 0.3 0.8
H 1.206 -2.990 0.981 3.7 -0.3 0.5
H -0.175 -3.790 0.527 0.0 -0.9 -0.2
H -1.415 0.169 -1.257 2.3 0.2 1.1
H 0.294 0.413 -1.836 -0.6 0.4 1.7
H -0.371 2.058 0.702 0.2 0.2 -0.1
H -1.341 3.901 -0.839 0.0 -1.7 -0.1
H -1.176 2.518 -2.152 -0.8 0.5 0.2
```
Forces are in eV/Å.



Entry 3:
Entry from the OMol25 dataset: a structure of composition C6H11N in a non-equilibrium geometry (wB97M-V/def2-TZVPD).

The LUMO energy is 0.041 Eh. The energy relative to the best compared isomer or geometry (same formula, charge and spin) comes out at 101.4 kcal per mole. The value obtained for the gap between HOMO and LUMO is 0.378 hartree.

```
18
Properties=species:S:1:pos:R:3:forces:R:3
C 1.920 -0.301 0.700 3.2 -2.7 0.0
C 0.871 0.450 0.073 -1.8 -1.2 0.4
C 0.392 -0.164 -1.248 2.2 -1.9 -3.0
C -0.993 -0.511 -0.831 -3.7 1.5 -1.1
C -0.878 -0.874 0.614 0.9 0.8 1.8
C -1.300 0.853 -0.171 -0.7 5.1 -0.7
H 2.904 -0.094 0.142 -1.4 -1.1 -0.3
H 2.379 0.030 1.621 -1.1 0.1 1.1
H 1.585 -1.440 0.717 1.7 2.3 0.1
H 1.121 1.400 -0.124 1.5 3.7 -0.7
H 0.518 0.674 -1.998 -0.7 -1.3 0.3
H 0.972 -1.134 -1.690 -1.0 2.4 1.4
H -1.890 -0.952 -1.401 2.1 0.4 0.2
H -1.817 -0.887 1.129 -0.4 -0.8 0.3
H -0.131 -1.595 0.888 -0.4 -0.8 0.4
H -0.759 1.845 -0.370 -1.9 -0.3 -2.3
H -2.223 1.138 0.351 -0.5 -0.7 -0.9
N -0.391 0.613 0.846 2.3 -5.3 3.0
```
Forces are in eV/Å.



Entry 4:
Entry from the OMol25 dataset: an isolated molecule of C6H11N in a non-equilibrium geometry (wB97M-V/def2-TZVPD).

The SMILES is C=C1CCN(C)C1. The LUMO energy is 0.039 Eh. The energy relative to the best compared isomer or geometry (same formula, charge and spin) comes out at 56.1 kcal per mole. The value obtained for the gap between HOMO and LUMO is 0.353 hartree.

```
18
Properties=species:S:1:pos:R:3:forces:R:3
C -0.064 1.457 -1.270 2.3 0.6 -0.3
C -1.361 -0.621 -0.520 2.5 1.1 -3.4
C -0.084 -1.505 -0.112 -1.9 1.1 -0.5
C 0.542 -0.490 0.851 1.4 -1.9 1.0
C 1.742 -0.666 1.437 -1.1 -2.0 -2.3
C -0.336 0.710 0.957 0.3 0.9 -0.2
H 1.089 1.115 -1.131 -2.4 0.7 -0.5
H -0.083 2.614 -1.306 -0.1 -1.7 1.0
H -0.403 1.272 -2.262 0.0 -0.7 -1.1
H -1.499 -0.677 -1.661 -0.9 -0.6 1.9
H -2.161 -0.626 0.177 -1.2 -1.1 0.0
H -0.374 -2.535 0.221 0.4 1.0 0.2
H 0.481 -1.624 -1.052 0.2 0.1 0.6
H 2.143 0.169 1.952 0.9 0.1 0.8
H 2.254 -1.669 1.141 -0.4 2.2 1.1
H 0.209 1.590 1.270 0.3 0.4 -0.3
H -1.136 0.681 1.665 -0.5 -0.8 0.8
N -0.961 0.807 -0.357 0.3 0.6 1.2
```
Forces are in eV/Å.



Entry 5:
Entry from the OMol25 dataset: an isolated molecule of C6H11N in a non-equilibrium geometry (wB97M-V/def2-TZVPD).

The SMILES is C=CNC/C=C/C. The LUMO energy is 0.039 Eh. The energy relative to the best compared isomer or geometry (same formula, charge and spin) comes out at 65.6 kcal per mole. The value obtained for the gap between HOMO and LUMO is 0.345 hartree.

```
18
Properties=species:S:1:pos:R:3:forces:R:3
C -2.480 1.127 -0.814 0.0 -1.4 -1.2
C -1.163 1.235 -1.046 2.2 -0.4 2.2
N -0.225 1.612 0.085 -1.8 0.2 -2.5
C 1.068 0.996 0.004 1.4 0.7 -3.2
C 0.827 -2.752 0.821 -1.4 -1.9 2.0
C 1.030 -1.295 0.917 0.9 0.5 -1.5
C 0.933 -0.459 -0.126 -0.4 -1.0 1.3
H -2.700 0.959 0.246 -0.6 0.8 -0.4
H -3.252 0.815 -1.604 1.5 0.6 1.4
H -0.499 0.845 -1.870 -1.5 1.3 0.1
H -0.626 1.399 0.970 -0.6 -0.1 0.7
H 1.551 1.297 -1.024 -0.7 0.1 1.8
H 1.758 1.350 0.756 -0.1 0.0 0.5
H 0.461 -3.134 -0.174 1.0 0.4 0.8
H 1.749 -3.300 1.293 -1.8 0.6 -1.2
H -0.103 -2.977 1.512 1.8 0.0 -1.0
H 1.441 -0.925 1.859 -0.3 0.0 -0.2
H 0.504 -0.729 -1.096 0.3 -0.6 0.4
```
Forces are in eV/Å.



Entry 6:
Entry from the OMol25 dataset: an isolated molecule of C6H11N in a non-equilibrium geometry (wB97M-V/def2-TZVPD).

The SMILES is C=CC(=C)CCN. The LUMO energy is 0.002 Eh. The energy relative to the best compared isomer or geometry (same formula, charge and spin) comes out at 107.1 kcal per mole. The value obtained for the gap between HOMO and LUMO is 0.289 hartree.

```
18
Properties=species:S:1:pos:R:3:forces:R:3
C 0.781 1.059 0.921 -1.8 1.6 4.1
C 0.540 -0.265 0.354 0.9 -2.1 -1.0
C 0.120 -0.204 -1.097 2.2 1.7 -2.0
C 0.966 0.298 -2.141 -2.7 -1.8 1.9
C -1.978 -1.270 -0.326 0.6 0.0 -0.9
C -1.108 -0.873 -1.328 -2.8 0.4 1.1
N 0.085 0.865 2.328 0.8 2.4 0.8
H 0.251 1.824 0.339 0.1 0.0 0.5
H 1.735 1.459 1.298 0.4 -0.6 -1.5
H 1.488 -0.728 0.258 1.3 -1.0 0.3
H -0.071 -0.959 1.068 0.8 1.5 -1.7
H 2.084 0.195 -2.020 -1.5 0.9 -0.4
H 0.359 0.540 -3.087 1.8 -0.6 1.2
H -2.245 -2.302 -0.581 -1.7 0.6 0.4
H -2.311 -0.724 0.614 1.3 -1.2 -0.9
H -1.500 -1.132 -2.310 1.0 -0.7 -0.2
H 0.796 0.369 2.941 -1.1 0.8 -1.0
H 0.008 1.848 2.770 0.2 -2.0 -0.7
```
Forces are in eV/Å.



Entry 7:
Entry from the OMol25 dataset: an isolated molecule of C6H11N in a non-equilibrium geometry (wB97M-V/def2-TZVPD).

The SMILES is C=CC(=C)CCN. The LUMO energy is 0.037 Eh. The energy relative to the best compared isomer or geometry (same formula, charge and spin) comes out at 38.7 kcal per mole. The value obtained for the gap between HOMO and LUMO is 0.357 hartree.

```
18
Properties=species:S:1:pos:R:3:forces:R:3
C -1.010 -0.956 0.843 0.3 -1.4 -0.6
C -0.120 -1.008 -0.436 -1.3 -0.3 0.9
C 0.347 0.347 -0.855 1.4 -0.6 -1.2
C -0.046 0.892 -2.010 -0.2 0.5 0.8
C 2.108 0.376 0.897 0.7 0.6 -0.7
C 1.400 1.002 -0.049 -0.7 -0.4 1.1
N -2.043 0.032 0.754 0.2 0.3 -0.4
H -1.488 -1.939 0.837 -0.2 0.0 0.2
H -0.372 -0.988 1.732 0.0 0.6 0.2
H -0.742 -1.482 -1.198 0.0 0.4 -0.3
H 0.632 -1.769 -0.216 0.5 0.5 -0.1
H -0.905 0.522 -2.554 0.3 -0.2 -0.2
H 0.422 1.822 -2.305 -0.3 0.1 -0.2
H 2.697 0.977 1.582 0.2 -0.2 -0.1
H 2.304 -0.687 0.874 -0.5 -0.2 0.4
H 1.438 2.087 -0.050 -0.1 0.0 -0.2
H -1.724 0.971 0.935 -0.2 0.0 0.1
H -2.898 -0.200 1.221 -0.1 0.1 0.4
```
Forces are in eV/Å.



Entry 8:
Entry from the OMol25 dataset: an isolated molecule of C6H11N in a non-equilibrium geometry (wB97M-V/def2-TZVPD).

The SMILES is CCC[C@@H](C)C#N. The LUMO energy is 0.034 Eh. The energy relative to the best compared isomer or geometry (same formula, charge and spin) comes out at 1.6 kcal per mole. The value obtained for the gap between HOMO and LUMO is 0.451 hartree.

```
18
Properties=species:S:1:pos:R:3:forces:R:3
C -2.465 -0.262 -0.978 0.0 0.0 0.0
C -1.397 0.180 0.018 0.0 0.0 0.1
C 0.030 -0.103 -0.460 0.0 0.0 0.0
C 1.058 -0.117 0.685 0.0 0.0 0.0
C 2.501 -0.272 0.191 0.1 0.0 0.0
C 0.931 1.096 1.512 -0.1 0.8 0.5
N 0.823 2.051 2.157 0.1 -0.9 -0.6
H -3.467 -0.029 -0.605 0.1 0.0 -0.1
H -2.344 0.234 -1.948 0.0 -0.1 0.1
H -2.416 -1.344 -1.148 0.0 0.2 0.0
H -1.499 1.252 0.228 0.0 -0.2 0.0
H -1.564 -0.333 0.975 0.0 0.0 -0.1
H 0.078 -1.086 -0.948 0.0 0.1 0.1
H 0.333 0.636 -1.213 0.0 -0.1 0.1
H 0.814 -0.962 1.342 0.0 0.1 -0.1
H 2.587 -1.173 -0.425 0.0 0.1 0.1
H 2.799 0.590 -0.413 -0.1 -0.1 0.1
H 3.198 -0.360 1.030 -0.1 0.0 -0.1
```
Forces are in eV/Å.



Entry 9:
Entry from the OMol25 dataset: an isolated molecule of C6H11N in a non-equilibrium geometry (wB97M-V/def2-TZVPD).

The SMILES is CCC(C)(C)C#N. The LUMO energy is 0.029 Eh. The energy relative to the best compared isomer or geometry (same formula, charge and spin) comes out at 15.7 kcal per mole. The value obtained for the gap between HOMO and LUMO is 0.430 hartree.

```
18
Properties=species:S:1:pos:R:3:forces:R:3
C 2.069 0.096 -0.237 0.0 -0.1 0.1
C 0.868 -0.644 0.357 0.2 0.0 -0.7
C -0.542 0.039 0.149 0.0 0.1 0.3
C -1.668 -1.017 0.087 0.1 0.0 0.1
C -0.734 1.059 -0.990 0.2 -0.1 0.1
C -0.484 0.702 1.459 -0.8 1.2 1.3
N -0.220 1.097 2.517 -0.6 -0.1 -1.0
H 2.038 0.213 -1.327 -0.2 -0.1 0.2
H 2.988 -0.451 0.001 -0.2 0.1 0.0
H 2.151 1.087 0.210 0.1 0.1 0.0
H 0.944 -0.612 1.462 0.7 -1.1 -0.9
H 0.816 -1.656 -0.043 0.1 -0.1 0.2
H -1.565 -1.750 0.892 0.0 0.1 -0.1
H -2.659 -0.554 0.167 0.3 0.0 0.0
H -1.625 -1.554 -0.871 0.1 0.2 0.2
H -1.731 1.520 -0.929 0.3 -0.2 0.1
H 0.008 1.858 -0.939 -0.1 -0.1 0.0
H -0.654 0.565 -1.965 0.0 0.0 0.2
```
Forces are in eV/Å.



Entry 10:
Entry from the OMol25 dataset: an isolated molecule of C6H11N (wB97M-V/def2-TZVPD).

The SMILES is C=C/C(=C\N)CC. The LUMO energy is 0.041 Eh. The energy relative to the best compared isomer or geometry (same formula, charge and spin) comes out at 27.3 kcal per mole. The value obtained for the gap between HOMO and LUMO is 0.316 hartree.

```
18
Properties=species:S:1:pos:R:3:forces:R:3
C -2.048 -0.320 1.406 0.2 0.0 -0.1
C -1.586 -0.643 -0.024 -0.4 -0.3 -0.1
N 2.189 -0.822 -0.386 0.4 -0.5 0.2
C 0.861 -1.072 -0.122 -0.3 0.2 -0.5
C -0.168 -0.230 -0.308 0.3 0.1 -0.2
C 0.034 1.158 -0.778 -0.2 0.5 0.4
C 0.752 2.068 -0.122 0.3 -0.4 0.8
H -2.340 0.723 1.522 0.0 0.0 -0.1
H -1.225 -0.496 2.094 0.0 -0.1 0.1
H -2.888 -0.947 1.701 -0.1 0.0 0.0
H -2.269 -0.173 -0.734 0.0 0.2 -0.1
H -1.736 -1.708 -0.233 0.3 0.0 0.2
H 2.881 -1.496 -0.108 -0.2 0.2 -0.1
H 2.514 0.023 -0.816 -0.2 0.1 0.1
H 0.637 -2.095 0.152 0.1 0.0 0.2
H -0.563 1.479 -1.625 0.0 0.0 -0.2
H 0.858 3.120 -0.344 -0.2 -0.1 -0.5
H 1.239 1.765 0.809 0.0 0.0 -0.2
```
Forces are in eV/Å.



Entry 11:
Entry from the OMol25 dataset: an isolated molecule of C6H11N in a non-equilibrium geometry (wB97M-V/def2-TZVPD).

The SMILES is C=C/C(C)=C(\C)N. The LUMO energy is 0.035 Eh. The energy relative to the best compared isomer or geometry (same formula, charge and spin) comes out at 24.9 kcal per mole. The value obtained for the gap between HOMO and LUMO is 0.301 hartree.

```
18
Properties=species:S:1:pos:R:3:forces:R:3
C -0.973 1.140 -1.036 -0.5 0.1 0.0
N 1.350 -0.394 -1.668 0.2 0.1 0.8
C 0.888 -0.365 -0.366 0.2 0.4 -0.3
C -0.259 0.278 -0.044 -0.2 -1.1 -0.2
C -0.932 -0.042 1.203 -0.1 0.8 0.8
C -2.083 0.496 1.620 -0.1 -0.2 -0.2
C 1.799 -1.000 0.645 -0.3 -0.2 0.4
H -1.437 1.992 -0.528 0.3 0.1 0.0
H -1.838 0.657 -1.506 0.2 -0.2 -0.1
H -0.296 1.497 -1.810 -0.1 0.1 0.0
H 0.691 -0.361 -2.419 0.3 0.1 -0.3
H 2.320 -0.614 -1.796 -0.2 -0.1 -0.5
H -0.485 -0.712 1.932 0.4 0.1 -0.3
H -2.433 0.322 2.626 -0.2 -0.2 0.0
H -2.717 1.075 0.969 0.0 0.3 0.0
H 1.989 -0.321 1.455 0.0 0.5 0.4
H 2.786 -1.272 0.279 -0.2 -0.3 -0.4
H 1.309 -1.852 1.120 0.2 -0.3 -0.2
```
Forces are in eV/Å.



Entry 12:
Entry from the OMol25 dataset: a cluster of 2 separate species, C6H11N in total in a non-equilibrium geometry (wB97M-V/def2-TZVPD).

The SMILES is C/C=N\C.C#CC. The LUMO energy is 0.035 Eh. The energy relative to the best compared isomer or geometry (same formula, charge and spin) comes out at 88.2 kcal per mole. The value obtained for the gap between HOMO and LUMO is 0.346 hartree.

```
18
Properties=species:S:1:pos:R:3:forces:R:3
C 1.193 2.016 -0.841 -1.0 -0.5 1.7
C 0.393 -1.772 2.055 1.6 0.0 0.4
C 0.537 0.877 -0.029 1.2 1.8 -2.0
C -0.650 -1.280 1.749 -1.4 -0.9 0.5
C -2.010 -0.818 1.466 -0.5 -2.5 1.5
C 0.339 -0.559 -1.856 2.4 -2.1 1.6
N 0.200 -0.246 -0.423 -0.6 -1.1 -2.0
H 2.131 2.261 -0.407 1.2 -0.1 0.4
H 0.645 2.920 -0.678 -0.7 0.6 0.0
H 1.319 1.883 -1.874 0.1 -0.5 -1.3
H 1.450 -1.984 2.157 -0.8 -0.1 0.1
H 0.359 1.090 0.977 -0.1 0.5 1.8
H -1.948 0.215 1.414 -0.7 2.0 -0.2
H -2.792 -1.213 2.175 1.2 0.9 0.3
H -2.462 -1.284 0.625 0.4 0.0 -1.6
H -0.314 -1.412 -2.050 -0.1 0.4 -0.4
H 0.185 0.298 -2.454 -0.3 0.6 -1.0
H 1.426 -0.992 -2.006 -1.9 1.0 0.0
```
Forces are in eV/Å.



Entry 13:
Entry from the OMol25 dataset: a cluster of 2 separate species, C6H11N in total in a non-equilibrium geometry (wB97M-V/def2-TZVPD).

The LUMO energy (spin up / spin down) is 0.010 / 0.009 Eh. The energy relative to the best compared isomer or geometry (same formula, charge and spin) comes out at 141.1 kcal per mole. The value obtained for the gap between HOMO and LUMO (spin up / spin down) is 0.280 / 0.287 hartree.

```
18
Properties=species:S:1:pos:R:3:forces:R:3
C -1.259 0.220 -1.184 0.0 0.4 0.6
C -0.764 -0.369 0.140 -0.1 -0.4 -0.2
C -1.584 -1.303 0.809 0.0 0.4 0.0
H -0.641 0.722 0.878 1.1 -0.3 -0.3
H -2.319 0.461 -1.112 0.0 0.0 0.0
H -0.707 1.136 -1.399 0.0 0.0 -0.2
H -1.125 -0.493 -1.997 0.0 0.0 0.1
H -2.639 -1.111 0.956 0.0 0.0 -0.2
H -1.170 -2.181 1.283 0.1 0.1 0.2
C 0.902 1.337 1.036 -1.0 1.2 0.4
C 0.693 -0.730 0.176 0.4 -1.8 -1.5
C 1.484 -0.924 -0.902 -0.6 0.4 1.0
N 1.219 2.241 0.251 -0.1 0.2 0.1
H 1.935 2.901 0.567 0.1 -0.2 0.0
H 1.267 1.114 2.048 0.1 0.0 0.0
H 1.020 -1.129 1.137 0.1 0.2 -0.1
H 2.501 -1.276 -0.791 0.0 -0.1 0.1
H 1.188 -0.617 -1.895 -0.1 0.0 0.0
```
Forces are in eV/Å.